Entry 1:
Below is a molecular structure, C28H64BNaO16, with properties calculated with wB97M-V/def2-TZVPD.

- Calculated total energy: -2496.47850 Eh

Element x y z (Å)
Na  -0.5883  0.4218  0.2753
O  0.7773  3.0779  2.6501
C  1.8628  2.5640  2.9174
O  2.8509  3.0213  3.7362
B  3.9870  2.0677  3.7517
O  3.4852  0.8628  3.0775
C  2.2130  1.0875  2.5697
O  1.3982  0.3198  2.0554
O  4.5045  1.7374  5.1041
C  5.8138  1.8697  5.1703
O  6.4776  1.7627  6.1833
C  6.2661  2.3707  3.8297
O  5.1970  2.5626  3.0397
O  7.4818  2.6891  3.6560
C  -3.8295  -1.0047  5.0210
C  -4.7075  -0.6331  3.8145
C  -4.8833  0.8551  3.5288
O  -4.2882  -1.1730  2.6125
H  -4.0614  -0.4972  5.9573
H  -2.7689  -0.8307  4.8390
H  -3.8027  -2.0825  5.1815
H  -5.7251  -1.0013  3.9453
H  -5.5007  0.9153  2.6325
H  -3.9980  1.4718  3.3738
H  -5.4569  1.3231  4.3288
H  -5.0350  -1.1384  2.0103
C  -2.7646  3.6760  -0.6626
C  -2.9275  2.7278  0.5546
C  -3.6200  1.3970  0.1670
O  -1.6263  2.4670  1.0558
H  -3.7488  3.8876  -1.0805
H  -2.2373  3.2319  -1.5069
H  -2.3186  4.6386  -0.4123
H  -3.4460  3.2896  1.3316
H  -3.0633  0.8683  -0.6067
H  -4.5526  1.6622  -0.3311
H  -3.8345  0.7124  0.9876
H  -1.2287  3.2954  1.3338
C  -1.0962  -1.7509  -2.3477
C  0.3219  -1.9923  -1.8229
C  1.1794  -2.7158  -2.8217
O  0.8703  -0.8566  -1.3679
H  -1.7102  -1.3497  -1.5414
H  -1.5822  -2.6417  -2.7456
H  -0.9628  -0.9685  -3.0948
H  0.3548  -2.6952  -0.9904
H  0.6526  -3.6001  -3.1804
H  2.1890  -2.9176  -2.4638
H  1.2981  -2.1352  -3.7365
H  1.7910  -1.0710  -1.2005
C  1.4224  4.1856  -2.1304
C  1.6824  2.7867  -1.5453
C  3.2030  2.4814  -1.1993
O  0.8821  2.4178  -0.4480
H  0.4043  4.3833  -1.7951
H  1.4792  4.1325  -3.2176
H  1.9958  4.9732  -1.6416
H  1.4211  2.0269  -2.2819
H  3.4280  1.5457  -0.6873
H  3.5886  3.3304  -0.6349
H  3.8360  2.5359  -2.0850
H  0.9051  3.0960  0.2311
C  2.6038  0.6514  -4.2595
C  3.8174  0.0850  -5.0743
C  3.8631  -1.4389  -5.1520
O  3.8342  0.5560  -6.4197
H  1.6324  0.4162  -4.6944
H  2.5917  1.7383  -4.1785
H  2.6071  0.1093  -3.3139
H  4.7233  0.5307  -4.6633
H  3.7624  -2.0032  -4.2248
H  4.7950  -1.6960  -5.6555
H  3.0477  -1.8055  -5.7756
H  3.5919  1.4824  -6.3511
C  5.3882  -0.8850  -1.6477
C  4.8754  -1.5890  -0.4165
C  5.1365  -0.8040  0.9036
O  3.4391  -1.8301  -0.4971
H  6.4755  -0.8384  -1.7093
H  5.2519  0.1957  -1.6891
H  5.0671  -1.2784  -2.6122
H  5.2647  -2.6041  -0.3376
H  4.4448  0.0354  0.8318
H  6.1229  -0.3625  1.0455
H  4.9163  -1.4090  1.7831
H  3.2725  -2.1551  0.3908
C  -5.2936  -2.4033  -0.9413
C  -6.1819  -1.1561  -0.8162
C  -7.5009  -1.3676  -1.5223
O  -6.3846  -1.0762  0.6669
H  -4.2859  -2.2729  -0.5467
H  -5.1055  -2.8182  -1.9315
H  -5.8169  -3.2345  -0.4688
H  -5.6659  -0.3362  -1.3158
H  -7.8948  -2.3497  -1.2605
H  -7.4150  -1.4797  -2.6031
H  -8.2672  -0.6397  -1.2560
H  -7.0442  -0.3841  0.7536
C  -0.4789  -2.4703  3.1323
C  -1.0032  -2.4147  1.6772
C  -1.4869  -3.7287  1.0099
O  -1.8913  -1.2701  1.4873
H  0.0893  -1.6020  3.4659
H  0.2253  -3.3008  3.1812
H  -1.2979  -2.7644  3.7886
H  -0.1193  -2.0900  1.1281
H  -2.3486  -4.1066  1.5602
H  -0.7932  -4.5587  1.1438
H  -1.7728  -3.6540  -0.0392
H  -2.6460  -1.2974  2.0800

Entry 2:
Below is a molecular structure, C40H51AsBrF3N2O8P2PbSbSi2, with properties calculated with wB97M-V/def2-TZVPD.

- Net charge: +1
- ΔE to the lowest compared entry with this formula, charge and spin: 139.2 kJ/mol
- Calculated total energy: -9070.54088 Eh

Element x y z (Å)
Pb  0.9431  -2.2148  2.0325
N  3.2721  -1.0756  -0.8898
C  3.7281  -2.4586  -0.5590
C  4.9603  -2.8526  -1.3494
P  2.3607  -3.6178  -0.9667
O  1.9191  -3.1393  -2.4758
O  2.8064  -5.0134  -1.1396
O  1.2709  -3.1705  0.0065
P  4.0185  -2.4900  1.2493
O  5.4122  -1.7256  1.3757
O  4.0438  -3.8697  1.7408
O  3.0117  -1.4714  1.8665
H  3.0501  -0.9844  -1.9200
H  4.0143  -0.3882  -0.7303
H  2.4494  -0.7305  -0.3227
H  4.7537  -2.9152  -2.4210
H  5.2449  -3.9038  -1.0725
H  5.8008  -2.2216  -1.1911
H  1.9987  -3.9480  -3.0168
H  6.1443  -2.3483  1.4663
Br  0.5267  0.0633  0.6549
C  -5.9401  0.1464  -2.8139
O  -4.7825  0.1106  -1.9588
C  -4.1850  -1.0935  -1.7336
C  -4.2431  -2.1679  -2.5735
C  -3.5365  -3.3103  -2.2702
C  -2.8713  -3.4208  -1.0882
C  -2.8669  -2.3686  -0.2105
C  -3.4728  -1.1751  -0.5347
N  -3.5406  0.0329  0.2078
C  -2.7071  0.3530  1.1829
C  -2.7829  1.5616  1.9492
C  -3.6669  2.6446  1.7502
C  -3.7124  3.6835  2.6711
C  -2.8861  3.6292  3.8301
C  -2.0058  2.6459  4.0636
C  -1.9697  1.5884  3.1271
O  -1.1761  0.5385  3.3316
H  -5.7247  -0.3225  -3.7717
H  -6.1613  1.1718  -2.9781
H  -6.7487  -0.3743  -2.3002
H  -4.8457  -2.1884  -3.4731
H  -3.5199  -4.1030  -3.0391
H  -2.3499  -4.3355  -0.7698
H  -2.4557  -2.4687  0.7463
H  -4.1463  0.7034  -0.2648
H  -2.0679  -0.4298  1.5135
H  -4.3363  2.6263  0.9013
H  -4.3856  4.5427  2.5475
H  -2.9007  4.4421  4.5721
H  -1.3445  2.6254  4.8832
C  -2.4812  -0.2512  6.7219
Si  -0.6688  0.2374  6.7190
C  0.5210  -0.8971  7.5576
C  -0.4338  1.8657  7.6030
As  0.2859  0.2457  4.5412
Si  1.7903  2.0637  4.4143
C  3.0785  1.5616  5.7152
C  2.5859  2.1088  2.7322
C  1.1882  3.7694  4.7534
H  -2.7936  -0.0678  7.7719
H  -2.7954  -1.2926  6.5259
H  -3.0700  0.4102  6.0717
H  0.4295  -0.6369  8.6629
H  1.4991  -0.7075  7.2119
H  0.2728  -1.9385  7.4911
H  -0.7037  1.8248  8.6436
H  -1.0061  2.7239  7.2414
H  0.6138  2.1813  7.4897
H  3.6595  0.6707  5.5422
H  2.7683  1.5359  6.7904
H  3.8136  2.3514  5.6308
H  3.0002  1.1649  2.3871
H  3.3447  2.8521  2.8384
H  1.9384  2.4234  1.9028
H  0.7594  3.9020  5.7321
H  0.4154  4.0513  4.1154
H  1.9955  4.4936  4.6531
F  -4.1789  3.4776  -4.3600
C  -3.1851  2.6051  -4.0803
C  -2.6610  2.4546  -2.8280
C  -1.6350  1.5673  -2.6459
C  -1.1871  0.7329  -3.6856
C  -1.7547  0.9000  -4.9363
C  -2.7231  1.8527  -5.1301
Sb  0.2017  -0.8111  -3.1978
C  0.4447  -1.6579  -5.2113
C  0.6974  -0.8329  -6.3202
C  0.7118  -1.4017  -7.5842
C  0.4206  -2.7446  -7.7800
F  0.3870  -3.1572  -9.0676
C  0.0998  -3.5511  -6.7370
C  0.1641  -2.9873  -5.4535
C  1.9492  0.4348  -3.3116
C  3.0066  -0.0218  -4.1045
C  4.1669  0.7827  -4.1622
C  4.1780  1.9376  -3.3716
F  5.2160  2.7587  -3.5715
C  3.2560  2.2502  -2.4192
C  2.1270  1.4880  -2.4334
H  -2.9032  3.1399  -2.0064
H  -1.0894  1.5116  -1.7045
H  -1.3763  0.3679  -5.8572
H  -3.1526  2.0566  -6.1104
H  0.8894  0.2345  -6.2651
H  0.9008  -0.8453  -8.4816
H  -0.1128  -4.6306  -6.9118
H  -0.0448  -3.7483  -4.6940
H  3.0551  -0.9633  -4.6449
H  5.0335  0.5148  -4.7363
H  3.3499  3.1115  -1.7714
H  1.3443  1.7161  -1.7199

Entry 3:
Below is a molecular structure, C24H54BF2NbO19PS4, with properties calculated with wB97M-V/def2-TZVPD.

- Net charge: -1
- Calculated total energy: -4591.65571 Eh

Element x y z (Å)
C  8.8159  -1.0908  1.5903
C  8.7701  -1.4946  -0.0003
O  8.4300  -2.9558  -0.0397
C  7.5021  -0.7203  -0.7691
O  6.6889  -0.1343  0.3043
Nb  4.6567  0.0590  -0.2067
F  4.8507  2.2121  -0.1711
C  2.3949  0.2852  -0.6845
O  1.5467  0.0350  0.4902
C  0.7007  -1.1574  0.3321
C  0.6790  -2.2835  1.5689
C  -0.2821  -3.6506  1.5133
C  -1.2577  -3.9710  0.2310
C  -1.2414  -2.8527  -1.0086
C  -0.2869  -1.4915  -0.9414
B  4.2904  -2.2170  -0.2312
O  5.2702  -3.0794  0.4630
O  3.1377  -2.8796  -0.8887
C  5.0453  0.1698  -2.4462
C  4.7811  -1.2642  -3.2365
F  4.0244  1.1238  -3.0226
P  4.1568  0.2281  2.3238
O  5.7282  0.6300  3.0450
O  3.7633  -1.3417  2.9903
H  7.8700  -1.5824  2.1278
H  9.7535  -1.6652  2.0539
H  8.8692  0.0592  1.8005
H  9.7860  -1.3857  -0.5702
H  8.3966  -3.2359  -1.0052
H  8.0064  0.1025  -1.4666
H  6.9766  -1.5495  -1.4043
H  2.2126  -0.4386  -1.5914
H  2.2287  1.4171  -0.9888
H  1.3332  -2.1834  2.5469
H  -0.3082  -4.4273  2.4161
H  -1.9601  -4.9180  0.1388
H  -1.9306  -3.0997  -1.9413
H  -0.3407  -0.7623  -1.8586
H  5.3423  -2.7087  1.3998
H  3.2060  -3.8558  -0.6553
H  6.0953  0.6511  -2.7472
H  3.6500  -1.6235  -3.1237
H  5.5556  -2.1024  -2.9605
H  4.9170  -1.0480  -4.4016
H  5.8500  -0.0296  3.8153
H  3.9223  -1.2188  3.9921
O  -0.4517  2.0982  -1.3883
S  -1.2040  3.0356  -0.5838
O  -2.3681  2.6345  0.1792
O  -1.5978  4.3254  -1.4990
C  -2.3109  4.1093  -2.7075
C  -3.7717  3.7936  -2.4437
C  -0.0842  3.8690  0.5140
H  -1.8362  3.3216  -3.3020
H  -2.2459  5.0364  -3.2889
H  -3.8818  2.8332  -1.9315
H  -4.3327  3.7404  -3.3806
H  -4.2226  4.5565  -1.8009
H  0.7818  4.2134  -0.0549
H  0.2292  3.1565  1.2803
H  -0.6047  4.7087  0.9797
O  -8.4225  -0.5841  0.5591
S  -8.2437  0.6764  -0.1274
O  -7.3854  0.8065  -1.2870
O  -7.8321  1.8197  0.9587
C  -6.6953  1.5994  1.7801
C  -5.4035  1.8020  1.0097
C  -9.8420  1.3265  -0.5475
H  -6.7333  0.6042  2.2356
H  -6.7422  2.3301  2.5959
H  -5.2832  1.0405  0.2335
H  -4.5397  1.7403  1.6771
H  -5.3994  2.7762  0.5103
H  -10.4901  1.2722  0.3295
H  -10.2521  0.7166  -1.3556
H  -9.7265  2.3588  -0.8847
O  7.7451  -3.1582  4.5112
S  8.2875  -4.2345  5.3109
O  7.9833  -4.3752  6.7201
O  9.9053  -4.2768  5.1184
C  10.6537  -3.1021  5.3935
C  10.7922  -2.8665  6.8863
C  7.9227  -5.7770  4.5102
H  10.2099  -2.2342  4.8946
H  11.6507  -3.2481  4.9617
H  9.8236  -2.6395  7.3416
H  11.4621  -2.0259  7.0862
H  11.1823  -3.7597  7.3846
H  8.1844  -5.7000  3.4529
H  6.8528  -5.9684  4.6190
H  8.4923  -6.5716  4.9969
O  -11.9032  2.2987  -2.8212
S  -11.7940  2.6578  -4.2180
O  -11.0104  3.7922  -4.6622
O  -13.2894  2.7734  -4.8557
C  -14.2227  3.6522  -4.2457
C  -13.9207  5.1024  -4.5761
C  -11.2664  1.2299  -5.1324
H  -14.2563  3.4910  -3.1631
H  -15.2121  3.3951  -4.6415
H  -12.9735  5.4199  -4.1302
H  -14.7075  5.7592  -4.1956
H  -13.8317  5.2424  -5.6582
H  -11.8756  0.3731  -4.8373
H  -10.2170  1.0448  -4.8923
H  -11.3715  1.4347  -6.2000

| no. | E_HOMO (Ha) | strongest force on any atom (eV Å⁻¹) | orbital gap (eV) |
| --- | --- | --- | --- |
| 1 | -0.3379 | 5.1 | 8.921 |
| 2 | -0.3783 | 2.5 | 6.519 |
| 3 | -0.1506 | 5.6 | 5.599 |